Here is a 3-piece molecular cluster, C4H9NO2 overall from the OMol25 dataset. Energies are from the ωB97M-V functional and the def2-TZVPD basis.

## Properties
Orbital gap (Eh): 0.131
E_LUMO (eV): -4.802
ΔE to the lowest compared entry with this formula, charge and spin (eV): 10.500

XYZ file:
```
16
Properties=species:S:1:pos:R:3:forces:R:3
C -3.167 0.709 0.529 1.87 2.14 -1.35
N -2.311 -0.318 0.357 -0.34 1.46 -0.32
C 0.930 -0.978 -0.460 -4.10 4.18 3.06
C 1.301 0.449 -0.581 -0.41 -1.83 0.01
C 0.470 1.493 -0.297 2.00 1.69 1.23
O 3.272 -1.257 0.243 -1.14 1.57 -0.64
O -2.847 1.901 0.350 -0.27 -0.63 0.29
H -4.252 0.573 0.651 -0.07 -0.81 0.38
H -2.770 -1.052 0.814 -0.42 -2.15 0.78
H 0.154 -1.173 0.387 1.42 0.53 -1.41
H 0.671 -1.559 -1.243 0.27 -2.06 -2.98
H 1.976 -1.274 -0.143 3.91 -1.89 1.59
H 2.389 0.605 -0.799 -0.94 0.20 0.07
H 0.995 2.444 0.095 -1.28 -1.26 -1.18
H -0.599 1.441 -0.432 -0.41 -0.03 0.33
H 3.788 -2.004 0.528 -0.09 -1.13 0.15
```
Forces are in eV/Å.

Mulliken atomic charge list, values in e, 4 entries: C 0.06; N -0.44; C -0.37; C -0.16